Entry w
This record from the OMol25 dataset describes an isolated molecule of C3H6N2S. The level of theory is the ωB97M-V functional and the def2-TZVPD basis.

Orbital gap   8.80 eV
Highest occupied orbital energy   -8.8 eV
SMILES   [H]/N=C\N(C)C=S
LUMO   -0.028 eV

```
! RIJCOSX wB97M-V def2-TZVPD def2/J DEFGRID3
* xyz 0 1
S 1.5378 1.9777 1.3868
N 2.1116 -1.2351 0.0818
N 0.0197 0.1354 -0.0999
C -1.3916 -0.0840 -0.6469
C 0.8874 -1.0408 -0.1368
C 0.3069 1.2286 0.6990
H 2.3202 -0.4574 0.5629
H 0.2632 -1.8108 -0.6758
H -0.9309 1.5040 1.1066
H -2.0215 -0.2864 0.2671
H -1.7149 0.8893 -1.0940
H -1.3879 -0.8206 -1.4509
*
```

Here is what Mulliken gives for the atomic charges, in e: -0.294, -0.568, 0.055, -0.966, 0.092, 0.003, 0.225, 0.248, 0.137, 0.373, 0.333, 0.361

=====

Entry x
This record from the OMol25 dataset describes an isolated molecule of C3H6N2S. The level of theory is the ωB97M-V functional and the def2-TZVPD basis.

Orbital gap   8.70 eV
Highest occupied orbital energy   -8.3 eV
SMILES   [H]/N=N/C1CSC1
LUMO   0.381 eV

```
! RIJCOSX wB97M-V def2-TZVPD def2/J DEFGRID3
* xyz 0 1
S -2.1405 -0.2645 0.3097
N 1.5062 0.3017 -0.0336
N 1.6906 -0.6485 0.7285
C -0.6885 -1.0298 -0.4048
C 0.1946 0.3270 -0.6684
C -0.7740 1.1008 0.2068
H -0.0372 -1.4889 0.3479
H 2.5438 -0.5826 1.3338
H -0.8907 -1.7701 -1.2263
H -0.4514 1.2076 1.2934
H 0.1699 0.8065 -1.7107
H -1.1227 2.0406 -0.1762
*
```

Here is what Mulliken gives for the atomic charges, in e: -0.180, -0.246, -0.452, -0.527, 0.178, -0.701, 0.379, 0.224, 0.342, 0.315, 0.342, 0.326

=====

Quick one: least stable of them? entry x

=====

Entry w
This record from the OMol25 dataset describes a cluster of 2 separate species, C3H6N2S in total. The level of theory is the ωB97M-V functional and the def2-TZVPD basis.

Orbital gap (alpha / beta)   8.29 / 6.48 eV
Highest occupied orbital energy (alpha / beta)   -7.5 / -6.8 eV
LUMO (alpha / beta)   0.772 / -0.268 eV

```
! RIJCOSX wB97M-V def2-TZVPD def2/J DEFGRID3
* xyz 0 1
S 3.3446 0.7080 0.7805
N -0.8608 0.2610 -1.1245
N -2.2447 0.2644 1.7816
C 2.1373 -0.0029 -0.1614
C -2.0591 0.0387 -0.7401
C -2.2964 0.0723 0.6108
H -2.9012 -0.2614 -1.3690
H 2.3118 -0.7517 -0.8090
H 4.3709 -0.2292 0.7355
H -0.7250 -0.1369 -2.0084
H -2.1864 -0.4895 2.5190
H 1.1089 0.5273 -0.2150
*
```

Here is what Mulliken gives for the atomic charges, in e: -0.197, -0.480, -0.367, -0.504, -0.361, 0.353, 0.324, 0.375, 0.122, 0.181, 0.297, 0.257

=====

Entry x
This record from the OMol25 dataset describes a structure of composition C3H6N2S. The level of theory is the ωB97M-V functional and the def2-TZVPD basis.

Orbital gap   7.92 eV
Highest occupied orbital energy   -8.2 eV
LUMO   -0.294 eV

```
! RIJCOSX wB97M-V def2-TZVPD def2/J DEFGRID3
* xyz 0 1
S 2.8250 0.3789 -0.2301
N -1.8989 0.0306 -0.3252
N 0.0288 1.4035 -0.0097
C 1.6705 -0.7568 0.1794
C 0.3066 -0.9104 0.0034
C -0.4864 0.1685 -0.1698
H 2.1576 -1.6319 0.5404
H -2.3450 -1.0052 -0.3344
H -0.1441 -1.9170 -0.6795
H -0.7069 2.2721 0.3637
H 1.0235 1.4135 -0.0753
H -2.4307 0.5543 0.7371
*
```

Here is what Mulliken gives for the atomic charges, in e: -0.420, -0.687, -0.305, -0.332, -0.373, 0.737, 0.305, 0.312, 0.096, 0.290, 0.061, 0.316

=====

Quick one: least stable of them? entry w

=====

Entry w
This record from the OMol25 dataset describes a structure of composition C3H12NS. The level of theory is the ωB97M-V functional and the def2-TZVPD basis.

Orbital gap   10.57 eV
Highest occupied orbital energy   -13.9 eV
LUMO   -3.314 eV

```
! RIJCOSX wB97M-V def2-TZVPD def2/J DEFGRID3
* xyz 1 1
S 0.5895 0.7500 -1.0122
N -0.7275 -1.7125 -0.7762
C -1.6099 0.8898 0.8597
C -0.0924 1.0101 0.8006
C 2.3008 0.2966 -0.5420
H -0.3878 -2.4205 -0.0797
H 2.6557 1.0022 0.2183
H 2.9264 0.3223 -1.4087
H -2.1010 1.3441 1.6746
H 0.0239 -0.8109 -0.9585
H -1.8767 -0.1787 0.9697
H -1.5858 -1.2193 -0.4570
H 0.3685 0.2967 1.4611
H -2.1420 1.2650 -0.0753
H 0.2829 2.0550 1.0845
H 2.3062 -0.7373 -0.0597
H -0.9308 -2.1525 -1.6990
*
```

Here is what Mulliken gives for the atomic charges, in e: -0.101, -0.539, -1.148, -0.386, -0.748, 0.366, 0.286, 0.342, 0.356, 0.193, 0.263, 0.292, 0.426, 0.336, 0.382, 0.300, 0.380

=====

Entry x
This record from the OMol25 dataset describes a cluster of 2 separate species, C3H12NS in total. The level of theory is the ωB97M-V functional and the def2-TZVPD basis.

Orbital gap   9.64 eV
Highest occupied orbital energy   -13.0 eV
LUMO   -3.337 eV

```
! RIJCOSX wB97M-V def2-TZVPD def2/J DEFGRID3
* xyz 1 1
S 0.0358 -0.3479 -1.1466
N 1.0531 0.6094 1.5743
C 0.9420 -0.7482 2.2474
C 0.0153 0.8015 -2.5617
C -1.7698 -0.6942 -0.9350
H 0.0735 1.8471 -2.2797
H 0.3773 1.1853 2.0922
H -0.8524 0.4570 -3.1139
H 0.6189 0.5857 0.5757
H -2.0799 -1.4478 -1.6560
H -0.0539 -1.1341 2.0842
H -1.8662 -1.1473 0.0541
H 1.8765 -1.2762 2.0700
H 1.0700 -0.5389 3.3099
H 1.9402 1.0875 1.7148
H -2.3391 0.2283 -1.0046
H 0.9586 0.5329 -3.0252
*
```

Here is what Mulliken gives for the atomic charges, in e: -0.079, -0.233, -0.772, -0.775, -0.808, 0.297, 0.393, 0.312, 0.055, 0.323, 0.302, 0.304, 0.314, 0.399, 0.345, 0.310, 0.313

=====

Quick one: least stable of them? entry w

=====

Entry w
This record from the OMol25 dataset describes a cluster of 2 separate species, C3H12NS in total. The level of theory is the ωB97M-V functional and the def2-TZVPD basis.

Orbital gap   9.28 eV
Highest occupied orbital energy   -12.8 eV
LUMO   -3.521 eV

```
! RIJCOSX wB97M-V def2-TZVPD def2/J DEFGRID3
* xyz 1 1
S 1.3101 0.6515 -0.0376
N -1.2561 0.1366 1.1352
C -2.7476 -0.0088 0.9061
C 1.9953 1.0165 -1.7924
C 1.4099 -1.1500 -0.0051
H 3.1203 0.9424 -1.7646
H 1.7138 2.0314 -1.7975
H 1.2619 -1.6393 0.9924
H 2.4785 -1.2413 -0.4523
H 0.8405 -1.6062 -0.8354
H -0.7646 -0.5935 0.6251
H -3.0003 -0.9327 1.3636
H 1.5108 0.5403 -2.7993
H -3.1090 -0.0709 -0.0826
H -3.0398 0.9137 1.4328
H -0.6558 0.9814 0.9203
H -1.0681 0.0291 2.1914
*
```

Here is what Mulliken gives for the atomic charges, in e: -0.058, -0.378, -0.780, -0.812, -1.057, 0.337, 0.293, 0.383, 0.318, 0.367, 0.299, 0.328, 0.303, 0.341, 0.353, 0.393, 0.370

=====

Entry x
This record from the OMol25 dataset describes a cluster of 2 separate species, C3H12NS in total. The level of theory is the ωB97M-V functional and the def2-TZVPD basis.

Orbital gap   9.46 eV
Highest occupied orbital energy   -13.0 eV
LUMO   -3.585 eV

```
! RIJCOSX wB97M-V def2-TZVPD def2/J DEFGRID3
* xyz 1 1
S -0.1703 -0.1934 -1.7373
N 1.7037 -1.1309 0.5940
C -1.8247 -0.0671 -1.1971
C 2.0223 0.1977 1.2831
C -1.9617 0.8008 0.0114
H 2.5951 -1.4622 0.2767
H 1.2048 -1.7534 1.2866
H -1.5586 0.4186 0.9922
H 2.7092 -0.0109 2.1929
H -1.5684 1.8124 -0.2553
H 2.5895 0.8899 0.6620
H -3.0503 1.0785 0.1668
H -2.4661 0.3572 -2.0718
H 1.0880 -1.1847 -0.2034
H -0.1348 0.6832 -2.6989
H 1.0631 0.6280 1.6637
H -2.2407 -1.0637 -0.9656
*
```

Here is what Mulliken gives for the atomic charges, in e: -0.254, -0.125, -0.378, -0.659, -0.893, 0.378, 0.420, 0.219, 0.347, 0.300, 0.319, 0.323, 0.327, -0.029, 0.155, 0.263, 0.289

=====

Entry y
This record from the OMol25 dataset describes a cluster of 2 separate species, C3H12NS in total. The level of theory is the ωB97M-V functional and the def2-TZVPD basis.

Orbital gap   9.86 eV
Highest occupied orbital energy   -13.7 eV
LUMO   -3.846 eV

```
! RIJCOSX wB97M-V def2-TZVPD def2/J DEFGRID3
* xyz 1 1
S -1.2036 -1.8123 0.7925
N 0.8798 -1.3076 -1.5388
C -0.8856 0.8842 0.3349
C -0.3933 -0.2261 1.2549
C 0.1272 2.0008 0.1616
H -0.2201 2.6934 -0.6040
H 0.7763 -1.4418 -2.5417
H -1.8152 1.2708 0.7331
H 1.6598 -1.8573 -1.1720
H -0.2550 -2.6307 1.2756
H 0.3214 2.5841 1.0574
H -0.0078 -1.5733 -1.0324
H 1.0390 -0.3144 -1.3537
H -1.1700 0.5013 -0.6510
H 1.0881 1.5977 -0.1760
H -0.6258 -0.0012 2.2888
H 0.6848 -0.3675 1.1706
*
```

Here is what Mulliken gives for the atomic charges, in e: -0.269, -0.323, -0.454, -0.654, -1.168, 0.328, 0.399, 0.402, 0.395, 0.188, 0.343, 0.118, 0.272, 0.328, 0.281, 0.465, 0.349

=====

Quick one: least stable of them? entry w